DFT (the ωB97M-V functional and the def2-TZVPD basis) results for a structure of composition C5H6O4S at a distorted geometry.

The maximum force comes out at 3.83 eV Å⁻¹. For the total energy, the calculation gives -893.1984 hartree. As for the charge: -2. The energy relative to the best compared isomer or geometry (same formula, charge and spin) comes out at 7.2 kcal/mol. As for the lowest unoccupied orbital energy: 5.893 eV. The value obtained for the HOMO energy is 1.62 eV.

The geometry in XYZ format:
```
16
Properties=species:S:1:pos:R:3:forces:R:3:nbo_charge:R:1
H -2.478 -1.728 -0.849 0.8 -1.4 -1.5 0.19
C 2.461 2.712 -0.668 -0.3 -0.8 0.6 1.06
C -2.864 -0.870 -0.412 1.7 3.3 -1.0 -0.77
O 2.728 3.222 0.372 -0.1 0.3 0.6 -0.67
O -0.440 1.010 -1.249 0.5 0.5 0.4 -0.79
H -3.880 -1.019 -0.285 -2.3 -0.5 1.6 0.16
O 1.525 1.157 -0.117 -0.2 -0.6 0.2 -0.79
H 0.512 -2.429 1.441 0.1 -1.1 -0.4 0.17
O 2.641 2.730 -1.836 -0.2 -0.2 -1.0 -0.66
H -2.891 0.065 -1.103 0.8 -1.7 0.8 0.21
S -1.664 -0.566 0.967 -0.4 0.0 0.2 0.07
C -0.045 -0.740 0.261 0.8 0.8 0.2 -0.64
C 0.371 0.559 -0.403 -0.5 -0.1 -0.6 0.74
C 0.964 -1.494 1.174 0.5 1.3 -1.8 -0.63
H 1.985 -1.562 0.527 -2.2 -0.1 2.0 0.20
H 1.075 -1.047 2.180 0.8 0.4 -0.2 0.14
```
Positions in Å, forces in eV/Å.


DFT (the ωB97M-V functional and the def2-TZVPD basis) results for an isolated molecule of C3H9BOS at a distorted geometry.

As for the SMILES: COB(C)SC. The maximum force comes out at 4.68 eV Å⁻¹. For the total energy, the calculation gives -617.9999 hartree. The energy relative to the best compared isomer or geometry (same formula, charge and spin) comes out at 15.7 kcal/mol. As for the lowest unoccupied orbital energy: 0.647 eV. The value obtained for the HOMO energy is -9.33 eV.

The geometry in XYZ format:
```
15
Properties=species:S:1:pos:R:3:forces:R:3:nbo_charge:R:1
H 1.357 1.938 -0.061 0.6 -0.6 0.2 0.21
O -1.600 0.167 -0.327 -2.6 0.2 -0.2 -0.70
H -2.697 -1.028 1.101 0.4 0.5 -2.7 0.18
H -2.490 -1.639 -0.675 0.0 -0.4 0.1 0.19
H 3.180 -1.634 -0.286 -1.0 -0.2 -0.4 0.22
B -0.307 0.117 -0.230 3.6 2.9 0.8 0.73
H 2.476 0.015 -0.259 0.5 0.1 0.1 0.23
S 0.638 -1.381 0.257 0.9 -0.4 -0.2 -0.05
H -0.133 2.214 0.646 -1.0 0.5 1.2 0.22
H -3.626 -0.308 -0.325 1.1 -0.2 0.1 0.19
C 2.487 -0.954 0.227 -0.8 0.3 -0.4 -0.69
H 0.125 2.379 -1.011 -1.1 0.8 -1.8 0.22
C -2.623 -0.750 -0.075 -1.4 -0.6 2.4 -0.25
H 2.915 -0.896 1.214 -0.4 0.3 0.6 0.22
C 0.299 1.759 -0.196 1.1 -3.3 0.2 -0.92
```
Positions in Å, forces in eV/Å.


DFT (the ωB97M-V functional and the def2-TZVPD basis) results for a structure of composition C12H25N5NiO6 at a distorted geometry.

The maximum force comes out at 5.54 eV Å⁻¹. For the total energy, the calculation gives -2705.4336 hartree. The expectation value of S² is 2.091. Its spin multiplicity is 3. The energy relative to the best compared isomer or geometry (same formula, charge and spin) comes out at 57.6 kcal/mol. As for the lowest unoccupied orbital energy (alpha / beta): 0.175 / -1.141 eV. The value obtained for the HOMO energy (alpha / beta) is -6.71 / -6.78 eV.

The geometry in XYZ format:
```
49
Properties=species:S:1:pos:R:3:forces:R:3:nbo_charge:R:1
H -4.621 3.360 -1.057 0.0 -0.4 -0.3 0.47
N 1.573 -0.732 0.941 1.4 -0.8 1.5 -0.35
H -1.025 0.425 1.869 -0.7 -0.9 0.2 0.49
N 1.197 0.906 -1.642 1.9 0.4 -0.5 -0.08
H -1.806 -0.060 -1.601 -0.5 0.5 -0.5 0.22
C -2.444 -2.986 1.021 -0.1 -0.4 0.2 -0.67
H -5.359 2.026 -1.163 0.3 0.2 -0.3 0.47
H 2.754 -1.615 5.213 0.0 0.0 -0.2 0.22
C -0.948 -2.508 -1.036 1.5 2.0 -1.9 0.14
H 2.760 2.597 -2.877 0.0 0.0 0.3 0.26
C 1.357 3.618 0.946 0.4 0.5 0.0 -0.67
H -2.652 1.497 -1.586 0.3 0.0 -0.6 0.23
H -3.137 -3.566 0.398 0.1 0.1 0.1 0.22
C 2.965 -1.454 3.042 0.2 -0.1 0.3 -0.51
O -1.520 -0.512 1.793 -0.3 1.1 0.6 -0.57
N -1.285 -0.850 0.523 -0.9 -3.8 0.2 -0.15
H -0.910 1.680 -1.373 -0.8 0.3 -0.6 0.22
N 0.099 1.568 0.526 0.9 0.6 1.2 -0.09
O 0.648 -1.853 -2.525 0.6 0.7 -0.9 -0.56
H -2.171 1.084 -3.863 0.4 0.0 0.2 0.46
O -0.257 1.659 1.763 0.0 0.5 -0.8 -0.49
C 2.164 -1.320 4.342 -0.3 0.1 0.1 -0.59
O -4.682 2.562 -1.610 -0.4 0.2 0.6 -0.94
O -1.304 1.080 -3.419 -1.5 0.1 3.1 -0.77
H -1.824 -3.704 1.578 -0.2 0.1 0.0 0.23
H 0.460 4.237 1.091 0.2 -0.2 0.1 0.24
C 2.183 -1.050 1.876 -0.7 0.4 -1.3 0.31
H 1.705 3.298 1.936 -0.1 0.0 -0.2 0.25
C -1.602 -2.109 0.172 0.2 2.9 1.3 0.13
H 3.866 -0.829 3.081 -0.1 -0.1 -0.1 0.24
H 3.286 -2.492 2.895 0.0 0.2 0.0 0.25
C 1.651 2.087 -1.136 -0.5 -0.3 0.3 0.16
H 1.843 -0.282 4.484 0.0 -0.2 0.0 0.22
Ni -0.357 0.207 -0.743 2.2 -1.0 1.8 0.86
C -1.051 -3.859 -1.643 0.0 -0.4 0.0 -0.67
H -3.017 -2.390 1.739 0.2 -0.1 -0.2 0.25
N -0.191 -1.519 -1.542 -1.0 -3.7 0.9 -0.16
H 2.620 3.906 -1.668 0.1 -0.2 -0.1 0.22
O 1.869 0.362 -2.591 -0.4 0.9 0.6 -0.43
H -0.644 -4.621 -0.963 0.0 0.1 -0.2 0.22
H 1.203 -0.965 -2.657 -0.6 -1.1 -0.1 0.49
C 2.748 2.826 -1.806 0.2 0.4 -0.1 -0.67
H -2.106 -4.117 -1.820 0.2 0.1 0.0 0.22
H 1.272 -1.954 4.305 0.1 0.2 0.0 0.22
C 1.036 2.452 0.092 -0.3 -0.6 -0.4 0.14
H -0.507 -3.900 -2.592 -0.1 0.0 0.3 0.25
H 3.722 2.546 -1.381 -0.2 0.0 -0.2 0.24
H 2.128 4.239 0.482 -0.1 -0.1 0.1 0.22
C -1.688 1.024 -1.813 -2.1 1.6 -4.9 -0.39
```
Positions in Å, forces in eV/Å.


DFT (the ωB97M-V functional and the def2-TZVPD basis) results for a structure of composition C5H12KN at a distorted geometry.

The maximum force comes out at 5.18 eV Å⁻¹. For the total energy, the calculation gives -852.1791 hartree. The energy relative to the best compared isomer or geometry (same formula, charge and spin) comes out at 0.0 kcal/mol. As for the lowest unoccupied orbital energy: -1.755 eV. The value obtained for the HOMO energy is -4.25 eV.

The geometry in XYZ format:
```
19
Properties=species:S:1:pos:R:3:forces:R:3:lowdin_charge:R:1
H -1.059 -1.526 -0.046 0.0 0.2 0.3 0.09
C 0.934 -0.675 0.650 -0.6 0.1 0.3 -0.62
H 0.767 0.043 1.494 0.2 -0.2 -0.1 0.11
H -0.501 2.722 -0.341 -0.1 -0.2 0.1 0.10
C -0.742 1.760 -0.823 2.0 -0.2 2.0 -0.21
C -1.252 0.655 0.117 0.0 0.1 0.0 -0.24
N 2.064 -0.387 -0.151 0.2 0.2 -0.4 -0.11
C -0.452 -0.617 -0.153 0.5 -0.3 -0.2 -0.22
H 0.192 1.426 -1.309 0.0 0.0 0.4 0.08
C 1.053 -2.088 1.255 0.1 -0.1 -0.4 -0.13
H 2.275 0.611 -0.140 -0.1 0.0 0.2 -0.08
H -2.331 0.474 0.012 0.2 0.2 -0.1 0.09
H -1.108 0.995 1.151 0.0 -0.2 -0.1 0.10
H 0.959 -2.813 0.432 0.1 0.1 0.2 0.06
K -1.699 2.589 -3.055 -1.0 1.8 -4.7 1.00
H -1.364 1.983 -1.598 -0.8 -1.4 2.5 -0.21
H -0.062 -0.605 -1.184 -0.4 -0.2 0.2 0.08
H 0.279 -2.320 2.000 0.1 0.1 -0.1 0.06
H 2.047 -2.226 1.690 -0.2 0.1 0.0 0.05
```
Positions in Å, forces in eV/Å.


DFT (the ωB97M-V functional and the def2-TZVPD basis) results for a cluster of 2 separate species, CH3N2O2 in total at a distorted geometry.

The maximum force comes out at 2.11 eV Å⁻¹. For the total energy, the calculation gives -299.5486 hartree. As for the charge: +1. The energy relative to the best compared isomer or geometry (same formula, charge and spin) comes out at 0.0 kcal/mol. As for the lowest unoccupied orbital energy: -7.368 eV. The value obtained for the HOMO energy is -15.90 eV.

The geometry in XYZ format:
```
8
Properties=species:S:1:pos:R:3:forces:R:3:nbo_charge:R:1
H 1.546 0.418 -1.813 -0.2 0.0 0.1 0.43
O -0.139 -0.358 0.746 -0.8 -0.2 0.8 -0.59
O -2.246 -0.411 2.345 0.4 0.8 -1.9 0.09
N -2.125 0.043 1.363 0.4 -1.0 1.6 0.66
C 0.163 0.139 -0.348 -0.5 0.5 -0.4 0.54
H 2.044 -0.573 -0.480 -0.1 0.1 -0.1 0.43
N 1.326 -0.013 -0.926 0.6 -0.2 -0.1 -0.73
H -0.570 0.755 -0.886 0.1 0.0 -0.1 0.16
```
Positions in Å, forces in eV/Å.


DFT (the ωB97M-V functional and the def2-TZVPD basis) results for an isolated molecule of C10H15BO at a distorted geometry.

As for the SMILES: CCCCB(O)c1ccccc1. The maximum force comes out at 2.41 eV Å⁻¹. For the total energy, the calculation gives -490.1721 hartree. The energy relative to the best compared isomer or geometry (same formula, charge and spin) comes out at 7.8 kcal/mol. As for the lowest unoccupied orbital energy: 0.518 eV. The value obtained for the HOMO energy is -8.83 eV.

The geometry in XYZ format:
```
27
Properties=species:S:1:pos:R:3:forces:R:3:nbo_charge:R:1
H 0.189 0.777 -2.731 0.5 0.3 -0.7 0.21
H 1.542 -1.849 0.695 0.3 0.1 0.4 0.21
C -3.071 -0.303 -2.319 -0.2 0.0 -0.8 -0.61
C 1.872 -0.466 3.816 0.2 -0.8 0.4 -0.23
C 0.769 1.036 2.320 1.3 -1.2 -0.3 -0.21
C -0.416 0.016 -0.895 1.0 2.1 -0.5 -0.75
H -0.087 -0.983 -1.044 -0.1 -1.6 -0.3 0.22
C 1.945 -1.412 2.807 0.0 -1.0 -0.3 -0.20
H -1.310 -1.161 -3.280 0.1 -0.1 0.3 0.19
H 2.795 1.136 -0.620 -0.4 0.1 -0.1 0.50
H -2.967 -0.827 -1.376 0.0 0.0 0.1 0.20
H -3.815 -0.834 -2.923 0.2 -0.1 0.1 0.21
H 0.396 2.002 2.118 -0.5 1.0 -0.2 0.21
H -1.262 0.023 -0.231 -0.1 -0.1 0.5 0.23
H -1.168 1.681 -2.050 0.2 -0.5 -0.2 0.19
H -1.871 0.258 -4.058 -0.1 0.1 0.3 0.20
H -3.518 0.680 -2.138 0.2 0.0 0.1 0.20
H 1.203 1.505 4.321 -0.1 0.1 0.6 0.21
O 1.924 1.070 -1.046 0.4 -0.4 0.7 -0.86
C -0.749 0.669 -2.228 -0.6 -0.4 0.0 -0.39
H 2.244 -0.687 4.809 0.1 -0.1 -0.1 0.21
H 2.365 -2.398 2.990 0.0 0.2 0.2 0.21
C -1.729 -0.178 -3.055 -0.3 0.6 -0.1 -0.39
C 1.265 0.736 3.579 -0.7 0.8 -0.5 -0.19
C 0.991 0.134 1.269 1.1 0.9 -0.5 -0.35
B 0.963 0.508 -0.253 -2.4 0.0 0.1 1.00
C 1.500 -1.132 1.520 0.0 0.1 0.6 -0.22
```
Positions in Å, forces in eV/Å.


DFT (the ωB97M-V functional and the def2-TZVPD basis) results for a structure of composition C14H19N3O2 at a distorted geometry.

The maximum force comes out at 16.36 eV Å⁻¹. For the total energy, the calculation gives -859.0734 hartree. The energy relative to the best compared isomer or geometry (same formula, charge and spin) comes out at 378.8 kcal/mol. As for the lowest unoccupied orbital energy: 0.059 eV. The value obtained for the HOMO energy is -8.83 eV.

The geometry in XYZ format:
```
38
Properties=species:S:1:pos:R:3:forces:R:3:nbo_charge:R:1
C 1.542 2.032 -0.090 6.8 5.0 -10.6 -0.45
C -4.368 0.463 1.060 2.4 3.4 6.4 0.09
N -1.593 0.961 0.165 -5.7 -2.8 2.2 -0.22
C 3.685 0.281 1.144 4.6 -3.8 -9.8 -0.35
C -6.210 -0.776 1.162 -2.6 -0.7 0.0 -0.03
H 2.507 -2.162 -1.332 1.0 2.6 1.0 0.23
H -3.687 1.212 1.769 -1.3 -1.8 -2.7 0.23
C 2.318 0.922 -0.981 -0.2 7.9 -2.7 -0.37
H -4.415 -1.034 -1.682 0.3 -1.2 -3.3 0.20
C -4.708 -0.677 -0.788 -10.7 -8.0 -2.4 -0.16
C -6.010 -1.277 -0.051 3.4 0.8 -4.6 -0.23
H 2.268 2.617 0.372 0.5 0.3 2.1 0.26
H 1.334 2.941 -1.112 -0.1 -2.4 2.9 0.19
C 4.645 -1.168 1.269 -1.5 7.4 -4.2 -0.41
H -1.700 1.016 -2.105 4.4 2.7 -2.9 0.38
H 5.569 -0.868 0.900 1.8 0.5 -1.3 0.20
H 3.969 -0.939 -1.404 0.2 0.2 -1.0 0.19
H 1.669 0.605 -1.733 -1.3 -0.9 -1.0 0.21
H -3.311 0.544 -2.756 3.2 0.0 4.0 0.44
C 3.960 -2.035 0.451 -4.2 -7.1 -3.3 -0.38
H 4.189 1.167 0.813 1.2 0.3 -0.1 0.18
H 4.821 -1.166 2.203 0.5 -1.6 7.1 0.21
N -2.467 0.541 -1.919 -5.1 -1.9 -6.7 -0.79
H -7.180 -1.148 1.574 1.1 0.8 0.7 0.20
H 3.175 1.484 -1.732 -1.7 -1.7 2.8 0.22
H 1.677 -0.424 0.692 1.6 1.6 -2.2 0.24
O -0.494 1.312 -0.421 -1.6 -0.7 -6.8 -0.34
N -5.452 0.215 1.699 -1.2 -0.8 0.4 -0.41
C 0.411 1.557 0.342 -2.6 2.2 16.0 0.70
H -6.623 -2.001 -0.655 0.6 0.9 1.1 0.23
C -2.501 0.526 -0.651 -3.9 -1.6 5.5 0.43
C -3.910 -0.131 -0.078 10.5 8.3 4.4 -0.12
C 2.587 0.041 0.009 2.1 -9.9 3.8 -0.27
H 3.124 -2.665 1.153 2.0 1.5 -2.1 0.19
C 3.137 -1.281 -0.820 0.9 -2.4 4.3 -0.39
O 0.195 1.657 1.733 1.3 -1.1 -7.0 -0.65
H 3.203 0.536 1.871 -5.1 2.3 8.9 0.18
H 4.643 -2.879 -0.072 -1.5 1.7 1.4 0.21
```
Positions in Å, forces in eV/Å.